Entry 1:
DFT (the ωB97M-V functional and the def2-TZVPD basis) results for C3H3BiO4 as an isolated structure.

Each line ends with the Mulliken charge.
CARTESIAN COORDINATES (ANGSTROEM)
C1 1.08 -0.77 0.18  0.376
C2 1.80 -2.11 0.07  -0.040
O1 2.38 -2.56 1.02  -0.210
O2 0.98 -0.05 -0.82  -0.468
H1 1.10 -0.31 1.18  0.418
H2 1.87 -2.54 -0.95  0.341
Bi1 -0.30 1.37 -1.51  1.749
O3 -1.92 1.55 -0.46  -0.441
O4 -3.62 1.19 0.94  -0.262
C3 -2.48 1.04 0.57  0.485
H3 -1.76 0.20 1.10  0.051

## Properties
energy relative to the best compared isomer or geometry (same formula, charge and spin): 101.5 kJ/mol
molecular weight: 312.0 g/mol
net charge: +2
E_LUMO: -13.09 eV
gap between HOMO and LUMO: 0.21483 Eh



Entry 2:
DFT (the ωB97M-V functional and the def2-TZVPD basis) results for a 2-piece molecular cluster, C3H3Br overall.

Each line ends with the Mulliken charge.
CARTESIAN COORDINATES (ANGSTROEM)
C1 -0.63 0.12 0.81  -0.186
C2 -0.54 -0.90 -0.12  -0.221
C3 0.43 0.22 -0.13  -0.371
Br1 2.42 0.09 0.06  -0.154
H1 -1.10 0.74 1.49  0.369
H2 -0.77 -1.65 -0.77  0.410
H3 0.18 1.37 -1.33  0.154

## Properties
energy relative to the best compared isomer or geometry (same formula, charge and spin): 318.8 kJ/mol
molecular weight: 119.0 g/mol
E_LUMO: 0.49 eV
gap between HOMO and LUMO: 0.35091 Eh



Entry 3:
DFT (the ωB97M-V functional and the def2-TZVPD basis) results for C3H3Br2Cl as an isolated structure.

Each line ends with the Mulliken charge.
CARTESIAN COORDINATES (ANGSTROEM)
C1 0.06 -1.39 0.36  -0.530
C2 -0.31 -0.38 -0.53  0.190
C3 0.28 0.92 -0.38  -0.058
Cl1 -1.48 1.54 1.82  -0.526
Br1 1.74 1.30 0.68  0.107
Br2 -0.22 2.15 -1.69  0.051
H1 -0.01 -2.45 0.01  0.242
H2 0.55 -1.07 1.33  0.259
H3 -0.61 -0.64 -1.58  0.265

## Properties
energy relative to the best compared isomer or geometry (same formula, charge and spin): 245.8 kJ/mol
molecular weight: 234.3 g/mol
E_LUMO (alpha / beta): -2.73 / -2.73 eV
gap between HOMO and LUMO (alpha / beta): 0.21912 / 0.21929 Eh



Entry 4:
DFT (the ωB97M-V functional and the def2-TZVPD basis) results for one molecule with the formula C3H3Br2N3O.

Each line ends with the Mulliken charge.
CARTESIAN COORDINATES (ANGSTROEM)
C1 4.03 0.59 0.00  0.358
C2 3.22 -1.49 -0.37  0.427
C3 0.64 1.48 -0.66  -0.612
N1 4.18 -0.73 -0.42  -0.331
N2 2.89 0.98 0.46  -0.403
N3 1.99 0.04 0.41  0.042
O1 0.72 0.42 0.24  -0.269
Br1 5.69 1.52 0.15  -0.138
Br2 2.78 -3.24 -0.22  0.018
H1 0.84 1.05 -1.63  0.223
H2 1.46 2.11 -0.32  0.337
H3 -0.30 1.82 -0.76  0.347

## Properties
energy relative to the best compared isomer or geometry (same formula, charge and spin): 346.5 kJ/mol
molecular weight: 256.9 g/mol
E_LUMO: -0.24 eV
gap between HOMO and LUMO: 0.29034 Eh



Entry 5:
DFT (the ωB97M-V functional and the def2-TZVPD basis) results for C3H3Br3 as an isolated structure.

Each line ends with the Mulliken charge.
CARTESIAN COORDINATES (ANGSTROEM)
C1 0.18 0.33 0.10  -0.242
C2 -0.20 -0.80 -0.41  -0.414
C3 -0.69 0.65 -2.81  -0.049
Br1 -2.50 0.40 -3.33  0.017
Br2 -0.43 2.54 -2.28  -0.034
Br3 0.40 0.01 -4.28  -0.006
H1 0.86 0.26 0.98  0.210
H2 0.08 1.38 -0.15  0.098
H3 -0.53 -1.76 -0.32  0.419

## Properties
energy relative to the best compared isomer or geometry (same formula, charge and spin): 84.8 kJ/mol
2S+1: 3
molecular weight: 278.8 g/mol
E_LUMO (alpha / beta): -0.11 / -2.03 eV
gap between HOMO and LUMO (alpha / beta): 0.28053 / 0.30298 Eh



Entry 6:
DFT (the ωB97M-V functional and the def2-TZVPD basis) results for C3H3Br3S as an isolated structure.

Each line ends with the Mulliken charge.
CARTESIAN COORDINATES (ANGSTROEM)
C1 1.11 -0.21 0.99  0.322
C2 -0.39 0.05 0.45  -0.733
C3 -0.83 0.03 -0.98  -0.319
S1 2.18 -0.26 -0.07  -0.223
Br1 1.63 0.28 2.75  -0.081
Br2 0.19 -1.34 -2.45  -0.134
Br3 -0.40 1.88 -1.29  -0.074
H1 -0.76 0.87 1.02  0.489
H2 -0.90 -0.95 0.71  0.253
H3 -1.83 -0.35 -1.13  0.501

## Properties
energy relative to the best compared isomer or geometry (same formula, charge and spin): 169.3 kJ/mol
molecular weight: 310.8 g/mol
E_LUMO: -0.86 eV
gap between HOMO and LUMO: 0.29001 Eh



Entry 7:
DFT (the ωB97M-V functional and the def2-TZVPD basis) results for C3H3Br9 as an isolated structure.

Each line ends with the Mulliken charge.
CARTESIAN COORDINATES (ANGSTROEM)
C1 -2.14 -1.07 -1.28  -0.167
Br1 -1.23 -0.30 -2.85  0.012
Br2 -3.95 -1.74 -1.44  -0.030
Br3 -2.08 0.14 0.28  0.072
H1 -1.50 -1.92 -1.07  0.157
C2 -1.08 2.94 1.88  -0.186
Br4 -0.30 3.10 3.72  -0.040
Br5 0.44 2.76 0.65  0.049
Br6 -1.98 4.65 1.71  -0.012
H2 -1.78 2.10 1.91  0.099
C3 3.16 -2.04 -0.77  -0.361
Br7 3.61 -3.79 -1.61  -0.027
Br8 4.36 -1.40 0.73  -0.008
Br9 1.23 -2.00 -0.20  0.080
H3 3.22 -1.42 -1.67  0.363

## Properties
energy relative to the best compared isomer or geometry (same formula, charge and spin): 94.4 kJ/mol
molecular weight: 758.2 g/mol
E_LUMO: -0.90 eV
gap between HOMO and LUMO: 0.33764 Eh



Entry 8:
DFT (the ωB97M-V functional and the def2-TZVPD basis) results for C3H3BrCl2O as an isolated structure.

Each line ends with the Mulliken charge.
CARTESIAN COORDINATES (ANGSTROEM)
C1 -0.99 3.19 0.75  0.584
C2 -0.81 0.18 -0.25  -1.212
C3 -1.37 1.08 0.93  0.115
O1 -1.05 3.74 1.80  -0.371
Cl1 -0.88 3.60 -0.88  -0.075
Cl2 -3.12 0.95 0.93  -0.145
Br1 -0.64 0.68 2.58  -0.010
H1 0.28 0.22 -0.25  0.373
H2 -1.08 0.44 -1.33  0.287
H3 -0.90 -0.80 0.06  0.455

## Properties
energy relative to the best compared isomer or geometry (same formula, charge and spin): 195.1 kJ/mol
molecular weight: 205.9 g/mol
E_LUMO: 0.06 eV
gap between HOMO and LUMO: 0.33795 Eh



Entry 9:
DFT (the ωB97M-V functional and the def2-TZVPD basis) results for C3H3BrCl4 as an isolated structure.

Each line ends with the Mulliken charge.
CARTESIAN COORDINATES (ANGSTROEM)
C1 -1.82 0.18 -0.29  -0.707
C2 -0.66 1.13 -0.33  0.166
C3 1.83 -1.01 0.50  0.289
Cl1 0.30 1.30 -1.64  -0.130
Cl2 2.20 -1.11 -1.23  -0.113
Cl3 1.56 -2.50 1.22  -0.104
Cl4 2.92 0.11 1.31  -0.092
Br1 0.00 2.06 1.12  -0.083
H1 -1.44 -0.75 -0.78  0.250
H2 -2.87 0.59 -0.66  0.255
H3 -2.01 0.02 0.78  0.269

## Properties
energy relative to the best compared isomer or geometry (same formula, charge and spin): 276.6 kJ/mol
molecular weight: 260.8 g/mol
E_LUMO (alpha / beta): 0.06 / -1.20 eV
gap between HOMO and LUMO (alpha / beta): 0.33321 / 0.23369 Eh



Entry 10:
DFT (the ωB97M-V functional and the def2-TZVPD basis) results for C3H3BrClI as an isolated structure.

Each line ends with the Mulliken charge.
CARTESIAN COORDINATES (ANGSTROEM)
C1 -0.28 0.06 0.43  0.803
C2 0.11 -1.22 0.42  -0.511
C3 0.16 1.00 -0.63  -1.036
Cl1 -1.62 0.58 1.43  -0.186
Br1 -0.66 -2.32 1.68  -0.093
I1 1.62 -2.09 -0.74  0.131
H1 -0.01 2.11 -0.22  0.272
H2 -0.55 1.09 -1.58  0.239
H3 1.22 0.78 -0.79  0.381

## Properties
energy relative to the best compared isomer or geometry (same formula, charge and spin): 9.5 kJ/mol
molecular weight: 281.3 g/mol
E_LUMO: 0.05 eV
gap between HOMO and LUMO: 0.33554 Eh



Entry 11:
DFT (the ωB97M-V functional and the def2-TZVPD basis) results for C3H3BrCuO3P2 as an isolated structure.

Each line ends with the Mulliken charge.
CARTESIAN COORDINATES (ANGSTROEM)
C1 1.76 -2.00 0.06  0.589
C2 1.00 -1.13 -0.20  -0.805
P1 0.04 0.24 -0.70  0.190
C3 0.66 1.74 0.24  0.749
O1 1.84 1.64 0.68  -0.684
O2 -0.06 2.71 0.37  -0.540
P2 -2.12 -0.06 -0.31  0.338
O3 -2.13 -1.33 0.71  -0.398
Br1 -2.84 -0.87 -2.27  -0.120
H1 2.62 -2.63 0.18  0.422
H2 0.22 0.49 -2.08  0.211
H3 -3.07 -1.42 0.96  0.356
Cu1 2.09 2.63 2.35  0.692

## Properties
molecular weight: 292.5 g/mol
net charge: +1
E_LUMO: -4.85 eV
gap between HOMO and LUMO: 0.30573 Eh



Entry 12:
DFT (the ωB97M-V functional and the def2-TZVPD basis) results for a 2-piece molecular cluster, C3H3BrF2 overall.

Each line ends with the Mulliken charge.
CARTESIAN COORDINATES (ANGSTROEM)
C1 -0.21 0.49 0.08  -0.251
C2 -0.14 -0.79 0.04  -0.263
C3 2.81 -0.96 -0.06  0.338
F1 3.10 -1.66 1.08  -0.168
F2 3.36 -1.58 -1.11  -0.198
Br1 3.13 0.83 -0.01  -0.058
H1 -0.98 1.05 -0.45  0.252
H2 0.79 1.00 0.44  0.010
H3 0.57 -1.60 0.42  0.337

## Properties
energy relative to the best compared isomer or geometry (same formula, charge and spin): 480.3 kJ/mol
molecular weight: 157.0 g/mol
E_LUMO (alpha / beta): -0.82 / -0.14 eV
gap between HOMO and LUMO (alpha / beta): 0.29500 / 0.33851 Eh



molecular weight of number 8 (C3H3BrCl2O)? 205.9 g/mol



molecular weight of number 2 (C3H3Br)? 119.0 g/mol



Please write out number 8 again, unchanged.
DFT (the ωB97M-V functional and the def2-TZVPD basis) results for C3H3BrCl2O as an isolated structure.

Each line ends with the Mulliken charge.
CARTESIAN COORDINATES (ANGSTROEM)
C1 -0.99 3.19 0.75  0.584
C2 -0.81 0.18 -0.25  -1.212
C3 -1.37 1.08 0.93  0.115
O1 -1.05 3.74 1.80  -0.371
Cl1 -0.88 3.60 -0.88  -0.075
Cl2 -3.12 0.95 0.93  -0.145
Br1 -0.64 0.68 2.58  -0.010
H1 0.28 0.22 -0.25  0.373
H2 -1.08 0.44 -1.33  0.287
H3 -0.90 -0.80 0.06  0.455

## Properties
energy relative to the best compared isomer or geometry (same formula, charge and spin): 195.1 kJ/mol
molecular weight: 205.9 g/mol
E_LUMO: 0.06 eV
gap between HOMO and LUMO: 0.33795 Eh